A structure of composition C15H31B2CrF8O10 at a distorted geometry, computed with the ωB97M-V functional and the def2-TZVPD basis.

```
! RIJCOSX wB97M-V def2-TZVPD def2/J DEFGRID3
* xyz 0 6
Cr 1.47 1.67 -0.62
C 2.94 -1.53 2.47
C 2.31 -1.17 1.04
C 0.83 -1.66 0.90
O 2.45 0.15 0.68
H 3.97 -1.17 2.41
H 3.12 -2.59 2.60
H 2.29 -1.13 3.25
H 2.75 -1.77 0.24
H 0.80 -2.75 0.85
H 0.49 -1.32 -0.08
H 0.21 -1.42 1.76
B 2.21 3.70 0.90
F 2.73 4.27 2.04
F 3.08 3.04 0.08
F 1.33 2.81 1.26
F 1.65 4.72 0.20
B -1.21 0.96 -0.77
F -0.03 0.54 -1.45
F -2.24 1.26 -1.53
F -1.66 -0.03 0.10
F -0.77 2.04 -0.08
C 1.85 7.31 -3.51
C 0.63 6.49 -3.40
O 1.03 5.34 -2.75
C 0.37 4.14 -2.83
O 0.81 3.11 -2.34
O -0.67 4.18 -3.58
C -1.65 3.10 -3.68
H 1.91 7.86 -2.58
H 1.67 8.06 -4.28
H 2.57 6.54 -3.80
H 0.18 6.31 -4.38
H -0.16 6.89 -2.77
H -1.37 2.14 -3.23
H -1.98 3.03 -4.72
H -2.55 3.41 -3.14
C 0.63 -2.96 5.54
C -0.19 -1.92 4.80
O 0.41 -0.63 4.87
C -0.02 0.46 4.27
O 0.65 1.48 4.17
O -1.26 0.29 3.80
C -1.87 1.16 2.85
H 1.68 -2.68 5.64
H 0.54 -3.90 5.00
H 0.29 -3.12 6.56
H -1.18 -1.89 5.25
H -0.31 -2.24 3.77
H -2.51 1.94 3.26
H -2.55 0.68 2.15
H -1.12 1.74 2.30
C -0.42 -2.71 -2.41
C -1.47 -3.26 -1.46
O -2.22 -4.40 -1.90
C -1.79 -5.66 -1.79
O -0.66 -5.96 -1.65
O -2.91 -6.46 -2.06
C -2.90 -7.88 -2.15
H -0.85 -2.51 -3.39
H 0.40 -3.42 -2.55
H 0.12 -1.84 -2.05
H -2.19 -2.45 -1.35
H -1.01 -3.41 -0.48
H -1.92 -8.33 -2.35
H -3.65 -8.40 -2.75
H -3.11 -8.24 -1.14
*
```

As for the LUMO energy (alpha / beta): -1.0 / -3.7 eV. The highest occupied orbital energy (alpha / beta) is -10.38 / -10.38 eV. The expectation value of S² is 8.76. For the total energy, the calculation gives -88055.7680 eV.